Entry from the Open Molecules 2025 dataset: a 7-piece molecular cluster, C41H90F3N6O6S overall (ωB97M-V/def2-TZVPD).

Calculated values
- Frontier orbital gap (alpha / beta): 0.318 / 0.188 Ha
- HOMO (alpha / beta): -16.82 / -16.82 eV
- Spin multiplicity: 2
- LUMO level (alpha / beta): -8.174 / -11.720 eV
- <S²>: 0.77
- Net charge: +4

Each line ends with the Löwdin spin population.
Positions of all 147 atoms, in Å:
C (-2.090, 0.545, 7.839)  0.0000
C (-1.728, 0.099, 6.378)  0.0000
C (-2.904, -0.355, 5.461)  0.0000
N (-2.462, -1.205, 4.233)  0.0000
C (-1.400, -0.551, 3.347)  0.0000
C (-2.204, -2.656, 4.595)  0.0000
C (-3.483, -3.491, 4.357)  0.0000
C (-4.525, -2.525, 3.876)  0.0000
C (-3.714, -1.329, 3.311)  0.0000
H (-1.571, -0.035, 8.603)  0.0000
H (-3.110, 0.276, 8.111)  0.0000
H (-2.236, 1.614, 7.987)  0.0000
H (-1.014, -0.719, 6.464)  0.0000
H (-1.116, 0.860, 5.893)  0.0000
H (-3.233, 0.544, 4.939)  0.0000
H (-3.698, -0.891, 5.981)  0.0000
H (-0.471, -0.809, 3.857)  0.0000
H (-1.456, 0.535, 3.272)  0.0000
H (-1.496, -0.990, 2.354)  0.0000
H (-1.363, -2.966, 3.975)  0.0000
H (-1.884, -2.713, 5.636)  0.0000
H (-3.248, -4.207, 3.569)  0.0000
H (-3.881, -3.927, 5.273)  0.0000
H (-5.105, -3.044, 3.112)  0.0000
H (-5.254, -2.146, 4.592)  0.0000
H (-3.382, -1.712, 2.346)  0.0000
H (-4.132, -0.325, 3.378)  0.0000
C (1.677, -7.110, 2.424)  0.0000
C (2.587, -5.850, 2.705)  0.0000
C (1.934, -4.557, 3.171)  0.0000
N (2.995, -3.381, 3.209)  0.0000
C (3.691, -3.448, 4.631)  0.0000
C (2.387, -1.970, 2.808)  0.0000
C (2.491, -1.855, 1.264)  0.0000
C (3.504, -2.904, 0.827)  0.0000
C (4.081, -3.433, 2.124)  0.0000
H (2.188, -7.875, 1.839)  0.0000
H (0.733, -6.882, 1.930)  0.0000
H (1.497, -7.615, 3.373)  0.0000
H (2.865, -5.565, 1.690)  0.0000
H (3.368, -6.222, 3.367)  0.0000
H (1.573, -4.626, 4.197)  0.0000
H (1.111, -4.184, 2.560)  0.0000
H (4.322, -4.334, 4.563)  0.0000
H (3.005, -3.360, 5.475)  0.0000
H (4.360, -2.589, 4.666)  0.0000
H (2.919, -1.167, 3.318)  0.0000
H (1.373, -1.972, 3.209)  0.0000
H (2.967, -0.907, 1.011)  0.0000
H (1.541, -2.009, 0.752)  0.0000
H (4.283, -2.455, 0.212)  0.0000
H (2.980, -3.699, 0.295)  0.0000
H (4.714, -2.641, 2.525)  0.0000
H (4.764, -4.283, 2.118)  0.0000
C (-5.517, -0.689, -1.250)  0.0000
C (-4.317, -1.786, -1.356)  0.0000
C (-3.023, -1.240, -1.889)  0.0000
N (-2.340, -2.179, -2.916)  0.0000
C (-3.035, -2.087, -4.264)  0.0000
C (-2.363, -3.656, -2.502)  0.0000
C (-1.133, -4.352, -3.205)  0.0000
C (-0.208, -3.207, -3.707)  0.0000
C (-0.896, -1.893, -3.131)  0.0000
H (-5.226, 0.289, -0.868)  0.0000
H (-6.416, -1.040, -0.743)  0.0000
H (-5.893, -0.610, -2.270)  0.0000
H (-4.660, -2.706, -1.830)  0.0000
H (-4.097, -2.070, -0.327)  0.0000
H (-2.249, -1.030, -1.150)  0.0000
H (-3.298, -0.289, -2.346)  0.0000
H (-2.696, -2.986, -4.779)  0.0000
H (-2.759, -1.094, -4.618)  0.0000
H (-4.123, -2.032, -4.234)  0.0000
H (-3.325, -4.049, -2.832)  0.0000
H (-2.252, -3.570, -1.421)  0.0000
H (-1.368, -4.972, -4.070)  0.0000
H (-0.701, -5.040, -2.479)  0.0000
H (-0.115, -3.198, -4.793)  0.0000
H (0.833, -3.370, -3.429)  0.0000
H (-0.660, -1.026, -3.749)  0.0000
H (-0.402, -1.635, -2.195)  0.0000
C (-4.996, 7.097, -3.078)  0.0000
C (-3.887, 6.157, -3.218)  0.0000
C (-3.996, 4.828, -2.339)  0.0000
N (-2.761, 3.940, -2.210)  0.0000
C (-2.120, 3.480, -3.516)  0.0000
C (-1.614, 4.519, -1.274)  0.0000
C (-2.173, 4.314, 0.189)  0.0000
C (-3.234, 3.205, 0.169)  0.0000
C (-3.093, 2.724, -1.324)  0.0000
H (-5.885, 6.590, -3.453)  0.0000
H (-4.878, 8.097, -3.496)  0.0000
H (-5.110, 7.350, -2.024)  0.0000
H (-3.012, 6.803, -3.145)  0.0000
H (-3.843, 5.878, -4.271)  0.0000
H (-4.616, 4.118, -2.886)  0.0000
H (-4.504, 4.919, -1.379)  0.0000
H (-2.856, 3.333, -4.306)  0.0000
H (-1.537, 2.583, -3.306)  0.0000
H (-1.410, 4.188, -3.944)  0.0000
H (-0.751, 3.879, -1.456)  0.0000
H (-1.350, 5.556, -1.481)  0.0000
H (-1.271, 4.157, 0.781)  0.0000
H (-2.703, 5.154, 0.638)  0.0000
H (-2.987, 2.503, 0.965)  0.0000
H (-4.199, 3.582, 0.508)  0.0000
H (-2.355, 1.922, -1.356)  0.0000
H (-4.025, 2.222, -1.585)  0.0000
C (2.821, 4.957, -0.084)  0.0000
C (3.961, 4.105, -0.796)  0.0000
C (4.452, 2.919, 0.074)  0.0000
N (5.350, 1.877, -0.715)  0.0000
C (5.966, 0.892, 0.320)  0.0000
C (6.567, 2.489, -1.425)  0.0000
C (7.077, 1.490, -2.508)  0.0000
C (5.768, 0.866, -2.902)  0.0000
C (4.607, 1.198, -1.927)  0.0000
H (3.144, 4.982, 0.957)  0.0000
H (1.859, 4.451, -0.168)  0.0000
H (2.647, 5.937, -0.528)  0.0000
H (4.790, 4.792, -0.962)  0.0000
H (3.656, 3.673, -1.749)  0.0000
H (3.695, 2.333, 0.595)  0.0000
H (5.093, 3.250, 0.891)  0.0000
H (5.221, 0.289, 0.839)  0.0000
H (6.481, 1.480, 1.079)  0.0000
H (6.756, 0.237, -0.048)  0.0000
H (7.201, 2.673, -0.558)  0.0000
H (6.361, 3.519, -1.716)  0.0000
H (7.771, 0.710, -2.195)  0.0000
H (7.453, 1.894, -3.448)  0.0000
H (6.011, -0.195, -2.958)  0.0000
H (5.562, 0.847, -3.973)  -0.0001
H (4.300, 0.243, -1.502)  0.0000
H (3.804, 1.784, -2.374)  0.0000
N (0.670, 0.601, -0.607)  0.0000
O (0.000, -0.104, 0.033)  0.0000
O (1.831, 0.816, -0.283)  0.0000
O (0.098, 1.197, -1.505)  0.0000
C (1.009, 1.017, -5.452)  -0.0119
F (0.928, -0.317, -5.712)  -0.0029
F (-0.270, 1.475, -5.687)  -0.0028
F (1.351, 1.289, -4.180)  -0.0027
S (2.206, 1.831, -6.710)  -0.0752
O (1.758, 1.324, -8.040)  0.3960
O (2.110, 3.283, -6.538)  0.2584
O (3.596, 1.329, -6.392)  0.4412

Cartesian forces (eV/Å) of the 2 atoms listed first:
-1.699 -0.607 -0.561
0.194 -0.623 0.536